The following is a DFT calculation (ωB97M-V/def2-TZVPD) of C35H46BaN5O9 as an isolated structure at a distorted geometry.

The value obtained for the lowest unoccupied orbital energy is 4.40 eV. The multiplicity is 1. The value obtained for the largest force on an atom is 0.06962 Eh/bohr. For the energy, the calculation gives -2337.50797 Ha. For the HOMO energy, the calculation gives 2.290 eV. Its charge is -3.

CARTESIAN COORDINATES (ANGSTROEM)
C: -3.59576 0.03990 -4.07358
C: 0.85786 4.59691 2.07323
H: -3.37863 1.68130 3.12592
O: -2.25753 4.24609 -0.68733
H: -6.20929 -0.16225 1.88529
C: 3.83104 3.44001 -1.09128
H: 2.68175 -3.33556 1.77640
C: -5.48197 0.38215 1.27588
C: 4.05155 -0.83537 3.98626
C: 1.38981 3.05992 -2.63921
H: -3.35212 -3.46752 -0.72758
C: -1.33203 4.35302 0.17545
H: 4.06423 -4.42026 1.48344
O: 4.77015 3.73889 -0.29363
O: -1.60543 2.15045 1.25755
C: -0.62022 5.54636 0.12764
C: -5.30350 1.75072 1.97251
C: 3.96338 -0.27502 -0.67001
N: 1.72060 -1.61901 -0.49447
C: -0.13900 -4.11033 0.92911
C: -2.62712 -3.43105 -3.57392
C: 5.46259 -2.33362 -1.24984
H: 5.39488 -1.37867 0.53003
H: 0.64096 -5.63275 2.25760
H: -2.74145 -0.58486 -4.34651
C: -1.65018 -2.76715 -2.71899
H: 3.84433 0.35409 0.21122
H: -4.73973 2.26111 -2.61957
C: 5.28563 -1.01294 -0.49673
N: 0.64096 -0.19516 2.47438
C: -4.28633 -0.45639 1.15568
C: -3.97718 -4.02671 -1.42430
H: -4.40652 -2.42017 -2.72846
H: -4.92165 1.14006 4.02411
H: 4.58618 -2.98978 -1.18484
H: 6.18465 -3.08188 -0.90825
H: -3.50257 1.00497 -4.57781
H: 0.17850 -6.17202 0.73579
C: 3.59167 4.14371 -2.45492
H: -4.69920 -3.84326 -3.58407
H: 3.45519 1.06822 1.98852
C: 3.63952 0.62790 4.09214
N: -3.29695 -1.03775 1.12769
O: -2.34278 0.99600 -2.23674
H: 4.59976 -0.93393 3.04470
C: -4.71143 1.25694 -2.20012
H: -0.82984 6.31406 -0.60106
H: 3.20228 -1.51889 3.99953
H: -4.78434 2.42779 1.29176
H: 4.78785 -1.18366 4.71376
C: -3.99109 -3.42102 -2.86622
H: 3.05158 0.94009 4.95882
H: 0.09074 2.83863 3.00330
C: 2.86209 1.15603 2.89561
H: -2.28971 -4.45750 -3.72857
C: 0.51925 5.72868 0.99438
C: 2.38763 3.98457 -3.09552
H: 5.65070 -2.20401 -2.31868
C: 2.09123 -5.10318 0.69968
H: 2.48263 2.17935 3.00601
N: -0.68043 -3.11255 0.77273
H: 6.17205 -0.41345 -0.69588
C: -4.45885 1.75160 3.24645
C: 2.71501 -1.05159 -0.57664
H: -4.59161 2.78913 3.57303
H: 3.04918 2.02586 0.31824
C: -1.06699 3.32041 1.25792
O: 4.36360 5.09216 -2.84557
N: -0.86715 -2.24835 -2.06363
C: 1.74832 2.13117 -1.38199
H: -5.94721 0.53931 0.30377
H: -3.70125 -5.06537 -1.61387
H: -2.59280 -2.86499 -4.50514
C: 3.00434 -4.37705 1.73033
C: -0.11768 3.54366 2.20283
H: -4.96290 1.24544 -1.13987
H: -3.55474 -0.51842 -1.93788
H: -6.33691 2.04690 2.15552
H: 4.54233 1.23871 4.16658
O: 1.03591 1.14471 -1.07441
H: -4.93760 -3.93182 -0.91501
O: 1.38891 6.60423 0.91419
H: 2.10472 -4.57229 -0.25324
C: 2.92241 2.49883 -0.64518
H: 2.29152 4.49928 -4.04164
H: 2.88408 -4.85536 2.70429
O: 1.94428 4.71289 2.63127
H: -5.59090 0.70665 -2.58604
Ba: -0.87688 -0.30863 -0.07881
H: 2.73675 -5.95393 0.46136
H: 3.99891 0.41305 -1.51317
O: 0.26300 2.93602 -3.10192
C: -3.52314 0.40183 -2.56993
H: -4.48743 -0.46203 -4.47356
C: 1.60325 0.40308 2.67622
C: 0.63829 -5.30532 1.21747

Cartesian forces, eV/Å:
C 0.3 0.1 -0.2
C -1.1 0.8 -1.3
H -0.1 -0.6 -0.4
O 0.1 -1.3 1.4
H 0.1 -0.3 -0.1
C 1.6 1.1 1.7
H 0.2 0.1 0.3
C -0.4 -0.1 0.5
C 0.2 0.1 -0.3
C -0.1 -0.3 0.3
H 0.7 -0.2 -0.4
C -2.3 1.4 -2.3
H -0.1 0.0 -0.3
O -0.1 0.0 -1.7
O -1.0 0.0 -0.6
C 2.3 0.3 2.4
C 1.3 -0.7 -0.6
C 0.2 -0.1 0.7
N 0.3 -0.6 0.3
C -0.1 0.2 0.8
C 0.0 0.5 0.9
C -0.8 -1.0 -1.1
H -0.2 0.6 0.4
H -0.1 0.7 0.2
H 0.2 0.2 0.0
C 0.4 -0.1 -0.1
H 0.3 0.4 -0.4
H 0.5 0.0 0.1
C 0.6 -2.2 0.7
N 0.3 0.0 0.2
C 0.0 0.8 0.1
C -0.3 0.0 -1.4
H 0.7 0.4 -0.4
H 0.4 -0.3 0.1
H -0.5 0.5 -0.1
H 0.7 0.8 0.4
H 0.2 -0.1 -0.2
H -0.1 0.2 -0.4
C 1.1 2.9 0.1
H -0.1 -0.7 0.4
H -0.1 0.3 0.0
C 0.2 0.9 0.5
N -0.6 -0.4 0.1
O -0.2 -1.1 -0.1
H -0.3 -0.2 -0.2
C -2.0 -0.9 -0.1
H -0.1 -0.2 -0.2
H 0.0 0.0 -0.1
H -0.3 0.1 -0.2
H -0.2 0.3 0.4
C -0.8 0.9 0.5
H 0.1 -0.7 0.3
H -0.2 -0.4 -0.2
C -1.1 -0.5 -0.3
H 0.0 0.0 -0.2
C 0.4 -0.6 -0.8
C -0.6 -2.0 0.1
H 0.0 0.1 0.0
C 1.7 0.3 0.3
H 0.6 0.3 0.0
N -0.1 -0.4 0.0
H -0.4 0.5 0.0
C -1.1 1.3 0.2
C 0.7 0.0 -0.8
H 0.1 0.0 0.4
H 0.1 0.3 0.1
C 0.0 -2.2 -0.3
O 0.3 -1.7 0.6
N -0.1 -0.3 -0.3
C 1.8 1.4 0.2
H 0.2 -0.2 -0.1
H 0.2 -0.2 1.0
H -0.4 -0.2 -0.1
C -1.1 0.4 -0.3
C 2.1 1.6 1.4
H 0.8 0.6 0.1
H -0.9 -0.8 -0.2
H 0.1 0.5 0.1
H 0.0 0.0 -0.1
O -0.4 -0.2 0.1
H -0.3 -0.4 -0.5
O -0.6 0.6 0.1
H -0.4 0.4 0.2
C -3.1 -1.3 -1.3
H -0.4 0.2 0.1
H 0.0 0.1 0.1
O -0.1 -0.8 0.9
H -0.3 0.2 -0.4
Ba 0.1 3.0 -0.9
H -1.1 -1.0 0.1
H -0.5 -0.1 0.0
O 0.1 -0.2 -0.3
C 2.0 0.6 0.9
H -0.3 0.0 0.3
C 0.3 -0.2 -0.3
C 1.1 -1.1 -0.9

Taken from the Löwdin analysis, the atomic charges in e are: C -0.0923; C -0.3729; H 0.0688; O -0.0731; H 0.1071; C -0.3695; H 0.0598; C -0.1864; C -0.1096; C -0.3676; H 0.0478; C -0.4027; H 0.0637; O -0.0658; O -0.2478; C -0.0316; C -0.2366; C -0.1455; N 0.0941; C -0.2022; C -0.1712; C -0.1331; H 0.0882; H 0.1109; H 0.0446; C -0.2138; H 0.0766; H 0.0866; C -0.2269; N 0.0954; C -0.1873; C -0.0886; H 0.0836; H 0.0610; H 0.0520; H 0.0561; H 0.0770; H 0.1065; C -0.4098; H 0.0986; H 0.0900; C -0.2534; N 0.0543; O -0.3471; H 0.0626; C -0.0742; H 0.0850; H 0.0626; H 0.1205; H 0.0585; C -0.2499; H 0.1088; H 0.0760; C -0.1492; H 0.1119; C -0.3839; C -0.0403; H 0.0669; C -0.2472; H 0.1157; N 0.1091; H 0.1128; C -0.1033; C -0.1867; H 0.0719; H 0.0641; C -0.3875; O -0.1343; N 0.0762; C -0.3101; H 0.0909; H 0.0621; H 0.1101; C -0.1058; C -0.0471; H 0.0265; H 0.0702; H 0.0993; H 0.1101; O -0.2850; H 0.0642; O -0.0504; H 0.0948; C -0.0636; H 0.0860; H 0.0639; O -0.0207; H 0.0529; Ba 1.7186; H 0.0931; H 0.1336; O 0.0134; C -0.7132; H 0.0438; C -0.2018; C -0.1704